{"formula": "C34H39BBrCl5N7OsS3", "method": "ωB97M-V/def2-TZVPD", "total_energy_ha": -7887.2827, "charge": 1, "de_lowest_kj_mol": 19.5, "fmax_ev_per_a": 1.7, "homo_energy_ev": [-9.544, -9.557], "symbols": ["Os", "C", "C", "C", "C", "N", "C", "C", "N", "B", "N", "C", "C", "N", "C", "S", "C", "C", "C", "C", "N", "C", "C", "N", "C", "S", "C", "C", "C", "C", "C", "S", "H", "H", "H", "H", "H", "H", "H", "H", "H", "H", "H", "H", "H", "H", "H", "H", "H", "H", "H", "H", "H", "H", "H", "H", "H", "H", "H", "H", "H", "H", "H", "H", "H", "H", "N", "C", "C", "C", "C", "C", "C", "C", "H", "H", "H", "H", "H", "Cl", "C", "C", "C", "Cl", "C", "Cl", "C", "Cl", "C", "Cl", "Br"], "coordinates": [[-0.52689, -0.52339, -0.46820], [1.58670, -0.67040, -5.43571], [0.65238, 0.50663, -5.71517], [1.20201, 1.31045, -6.89087], [-0.76659, 0.05072, -6.05732], [0.62862, 1.39307, -4.49899], [1.12802, 2.68526, -4.45617], [1.03676, 3.11714, -3.18682], [0.49486, 2.09080, -2.42844], [0.20231, 2.17119, -0.92578], [-1.13818, 2.85565, -0.67141], [-1.29587, 4.22131, -0.68636], [-2.57952, 4.48623, -0.37506], [-3.21325, 3.27826, -0.15614], [-2.30887, 2.29266, -0.34234], [-2.58558, 0.59221, -0.16344], [-4.65037, 3.13038, 0.26077], [-4.71611, 2.41120, 1.60989], [-5.25752, 4.52187, 0.42056], [-5.40789, 2.37956, -0.83235], [1.34076, 2.70069, -0.11850], [2.66191, 2.87072, -0.53532], [3.40986, 3.03826, 0.55916], [2.58336, 2.97644, 1.67671], [1.29945, 2.77295, 1.26875], [-0.11612, 2.64038, 2.15826], [3.20315, 2.94123, 3.04445], [2.19269, 3.01311, 4.18415], [4.13914, 4.14648, 3.16386], [3.97839, 1.62542, 3.14397], [0.22306, 1.06050, -3.25287], [-0.59237, -0.39663, -2.82776], [1.62446, -1.31011, -6.31766], [1.24219, -1.27132, -4.59542], [2.59694, -0.31611, -5.22392], [1.19186, 0.66548, -7.76744], [2.23328, 1.62558, -6.72767], [0.58510, 2.18185, -7.11583], [-0.75727, -0.39708, -7.05059], [-1.45194, 0.89962, -6.07440], [-1.14617, -0.69050, -5.35945], [1.50471, 3.19089, -5.32322], [1.29687, 4.07181, -2.76571], [0.10976, 0.96313, -0.46799], [-0.48028, 4.89171, -0.89227], [-3.07990, 5.42944, -0.27972], [-4.01355, 2.85766, 2.31553], [-4.49595, 1.35035, 1.52361], [-5.72263, 2.51710, 2.01362], [-4.74661, 5.10528, 1.18770], [-6.29232, 4.39827, 0.73438], [-5.26373, 5.07819, -0.51769], [-5.01230, 1.37785, -0.98718], [-5.36208, 2.92662, -1.77527], [-6.45402, 2.28913, -0.53973], [2.97024, 2.81575, -1.56163], [4.46988, 3.18791, 0.63643], [1.56102, 3.89669, 4.11833], [2.77146, 3.06490, 5.10769], [1.55074, 2.13679, 4.22683], [3.58512, 5.07670, 3.03124], [4.95887, 4.12308, 2.44701], [4.58130, 4.15103, 4.15954], [3.31143, 0.77836, 2.97066], [4.40644, 1.52810, 4.14208], [4.79360, 1.57532, 2.42049], [-0.18985, -0.76551, 1.53264], [0.10352, -0.68718, 2.63912], [0.39446, -0.44586, 4.01900], [1.58123, -0.91477, 4.58040], [1.85545, -0.60989, 5.90343], [0.96100, 0.14850, 6.64623], [-0.21967, 0.61054, 6.07747], [-0.51046, 0.31811, 4.75840], [2.25327, -1.51825, 3.98893], [2.76777, -0.97328, 6.35651], [1.18325, 0.38072, 7.67972], [-0.91212, 1.19972, 6.66293], [-1.41714, 0.68140, 4.29367], [3.10587, -0.16543, -1.01011], [2.36470, -1.70789, -1.15992], [1.01196, -1.83289, -0.83564], [0.44170, -3.08790, -0.97732], [-1.27319, -3.02278, -0.59990], [1.09138, -4.20571, -1.43642], [0.27664, -5.70160, -1.57462], [2.44272, -4.04611, -1.76755], [3.31943, -5.39464, -2.33493], [3.07825, -2.79951, -1.63332], [4.73518, -2.64199, -2.04339], [2.18796, -3.08874, 1.77075]]}